The following is a quantum chemistry calculation of 11 unconnected molecules or ions with the total composition C52H86O23 in a non-equilibrium geometry, from OMol25.

CARTESIAN COORDINATES (ANGSTROEM)
O1 -2.59108 2.60204 -7.28172
C1 -2.77355 3.26677 -8.33150
C2 -4.02952 3.22653 -9.05645
C3 -4.22306 3.94132 -10.18212
O2 -5.32743 3.69262 -10.92028
C4 -3.23095 4.82254 -10.82945
O3 -3.33720 5.50869 -11.82418
C5 -1.97605 4.91002 -10.03564
C6 -1.77535 4.12879 -8.90208
O4 -0.68893 4.21606 -8.16206
H1 -4.85251 2.57748 -8.79603
H2 -5.25683 4.19855 -11.73309
H3 -1.25889 5.67670 -10.28915
H4 -0.99072 4.10743 -7.25723
O5 3.17061 -11.46467 -1.15053
C7 2.55855 -10.75528 -0.38943
C8 3.04933 -9.65581 0.39680
C9 2.30326 -8.79557 1.16368
O6 2.86125 -7.71792 1.74674
C10 0.86716 -8.92917 1.36173
O7 0.35874 -8.21447 2.21188
C11 0.29308 -9.98632 0.57856
C12 1.05306 -10.80296 -0.25133
O8 0.40499 -11.84415 -0.74616
H5 4.08512 -9.35636 0.33462
H6 2.08565 -7.21274 2.00140
H7 -0.78256 -10.07116 0.62537
H8 1.10394 -12.40253 -1.09443
O9 -11.97338 5.55972 2.18655
C13 -10.79060 5.35504 2.07204
C14 -10.18727 4.72730 0.81937
C15 -8.92312 4.57104 0.63045
O10 -8.41933 4.01127 -0.57744
C16 -7.86345 4.70683 1.71619
O11 -6.71701 4.26221 1.53927
C17 -8.36791 5.42307 2.93617
C18 -9.73389 5.69134 3.13304
O12 -10.22293 6.34543 4.23401
H9 -10.88982 4.38343 0.07468
H10 -7.50746 3.77375 -0.39392
H11 -7.64625 5.63654 3.71079
H12 -11.11808 6.06482 4.43792
O13 0.22254 -1.54836 -2.29779
C19 0.10958 -1.22751 -1.07985
C20 0.68498 -2.01086 -0.02566
C21 0.39376 -1.85346 1.30055
O14 1.21224 -2.47316 2.19056
C22 -0.65651 -0.83232 1.75986
O15 -0.99775 -0.67199 2.90076
C23 -1.15934 -0.00576 0.73496
C24 -0.87871 -0.15690 -0.57535
O16 -1.48979 0.66980 -1.51150
H13 1.50371 -2.65174 -0.31779
H14 1.04356 -2.21696 3.10024
H15 -1.78258 0.82204 1.03949
H16 -1.19949 0.40934 -2.38870
C25 1.11958 5.52854 2.72505
C26 0.10007 6.69389 2.55331
O17 0.93066 7.86375 2.28841
C27 0.08781 8.97199 2.05750
C28 0.85826 10.16361 1.28922
H17 1.62656 5.67294 3.67910
H18 0.46497 4.65994 2.79666
H19 1.84717 5.35461 1.93229
H20 -0.31632 6.53555 1.55850
H21 -0.68894 6.80111 3.29766
H22 -0.71752 8.70681 1.37251
H23 -0.35821 9.23497 3.01667
H24 1.47733 10.78329 1.93795
H25 0.08155 10.82573 0.90658
H26 1.39555 9.87910 0.38452
C29 3.84768 -4.28550 7.08773
C30 2.50210 -3.64892 7.46816
O18 2.44206 -2.39101 6.76763
C31 2.26111 -1.19555 7.56589
C32 0.91934 -1.22503 8.27157
H27 4.71072 -3.79098 7.53349
H28 3.94483 -5.36080 7.23735
H29 4.07510 -4.15495 6.02974
H30 1.61476 -4.24989 7.26926
H31 2.47117 -3.69400 8.55679
H32 3.15086 -1.32930 8.18117
H33 2.24529 -0.26624 6.99649
H34 0.88888 -0.50126 9.08602
H35 0.64383 -2.16572 8.74833
H36 0.11197 -0.92100 7.60537
C33 5.73905 1.56546 2.31594
C34 4.83221 1.12098 3.42899
O19 5.18215 1.79756 4.58312
C35 6.27962 1.24855 5.25410
C36 6.55242 2.22123 6.39858
H37 5.70834 0.95426 1.41395
H38 5.41113 2.57543 2.06992
H39 6.79206 1.67315 2.57610
H40 3.78114 1.34104 3.24212
H41 4.78578 0.06653 3.70118
H42 6.17303 0.22543 5.61459
H43 7.14782 1.22535 4.59547
H44 5.75419 2.21003 7.14074
H45 6.54569 3.27194 6.10864
H46 7.50784 1.97407 6.86137
C37 1.30666 4.01409 -3.02544
C38 0.25019 5.06607 -2.69978
O20 -0.67253 5.27398 -3.80320
C39 -1.54711 6.40628 -3.71599
C40 -2.58047 6.24516 -2.62732
H47 0.98072 3.45128 -3.90015
H48 2.16661 4.65364 -3.22436
H49 1.54768 3.34192 -2.20193
H50 -0.21170 4.75625 -1.76235
H51 0.83948 5.97772 -2.60115
H52 -1.03316 7.35986 -3.59495
H53 -1.98370 6.36743 -4.71397
H54 -2.69346 6.99087 -1.84040
H55 -2.46493 5.22309 -2.26658
H56 -3.58487 6.12164 -3.03232
C41 -3.01543 -6.21333 9.50537
C42 -4.27599 -5.42342 9.43285
O21 -4.16810 -4.30307 8.50139
C43 -4.09058 -4.53032 7.08830
C44 -4.56712 -3.29702 6.33381
H57 -2.84840 -6.75499 10.43639
H58 -3.07358 -6.96808 8.72110
H59 -2.09518 -5.67109 9.28808
H60 -5.19797 -5.96494 9.22113
H61 -4.60249 -5.05466 10.40523
H62 -3.15943 -4.95598 6.71427
H63 -4.80982 -5.32746 6.90026
H64 -4.35184 -3.31484 5.26543
H65 -3.96363 -2.45186 6.66488
H66 -5.53643 -2.84965 6.55383
C45 6.67046 -1.43765 -5.27887
C46 5.76151 -0.86017 -4.16614
O22 6.16729 -1.27169 -2.90133
C47 5.95284 -2.71386 -2.68667
C48 6.34271 -3.08593 -1.22431
H67 6.46404 -2.50102 -5.40030
H68 6.34192 -0.87710 -6.15405
H69 7.68312 -1.14782 -4.99846
H70 5.85368 0.22461 -4.21960
H71 4.71791 -1.02510 -4.43408
H72 4.88566 -2.88615 -2.82644
H73 6.53788 -3.30302 -3.39288
H74 7.42683 -3.17990 -1.16138
H75 5.93884 -4.08884 -1.08589
H76 6.06408 -2.32184 -0.49861
C49 1.21241 -2.21344 -8.49793
C50 -0.12536 -2.66612 -9.03196
O23 -0.10148 -4.08242 -8.85999
C51 -1.15468 -4.86912 -9.39859
C52 -0.78103 -5.35106 -10.79026
H77 2.02701 -2.78148 -8.94723
H78 1.25189 -1.14089 -8.68812
H79 1.29827 -2.30292 -7.41501
H80 -1.04561 -2.16708 -8.72830
H81 -0.09104 -2.48501 -10.10626
H82 -1.43264 -5.51929 -8.56907
H83 -2.02229 -4.20965 -9.37715
H84 -0.64972 -4.42525 -11.35038
H85 -1.60497 -5.99422 -11.09940
H86 0.17052 -5.88254 -10.77678

Summary:
E_HOMO ... -9.41 eV
Molar mass ... 1079.2 g/mol
Kohn-Sham gap ... 7.52 eV
Strongest force on any atom ... 0.1032 hartree/bohr
SMILES ... O=C1C=C(O)C(=O)C=C1O.O=C1C=C(O)C(=O)C=C1O.O=C1C=C(O)C(=O)C=C1O.O=C1C=C(O)C(=O)C=C1O.CCOCC.CCOCC.CCOCC.CCOCC.CCOCC.CCOCC.CCOCC
E ... -102398.555 eV
LUMO level ... -1.892 eV
2S+1 ... 1